No. 1
Computed, not measured: a structure of composition C31H32GeN2O2PtS2, with ωB97M-V with the def2-TZVPD basis set.

```
71
Properties=species:S:1:pos:R:3:forces:R:3:mulliken_charge:R:1
Pt -1.4173 0.7194 -0.6014 -1.054 0.145 0.334 0.49
O -5.5928 0.8791 -1.8712 -0.054 -0.095 -0.004 -0.78
C -4.5967 1.2267 -1.2113 -0.042 0.170 0.059 0.46
O -3.6077 0.4774 -0.9664 0.086 -0.389 0.084 -0.67
C -4.6154 2.5949 -0.5600 -0.008 -0.025 0.043 0.27
C -5.8775 3.1013 -0.2494 0.017 0.042 0.014 -0.59
C -6.0497 4.2971 0.4274 0.020 -0.018 -0.014 -0.48
C -4.9176 5.0126 0.8050 0.025 -0.017 -0.011 -0.42
C -3.6608 4.5337 0.4883 0.007 0.040 -0.033 -0.77
C -3.4644 3.3290 -0.2144 -0.022 -0.012 -0.046 0.34
S -1.8041 3.0006 -0.6850 0.363 -0.213 -0.105 -0.49
H -6.7289 2.5155 -0.5714 -0.001 -0.019 0.005 0.39
H -7.0437 4.6617 0.6614 -0.003 -0.002 0.008 0.34
H -5.0137 5.9437 1.3546 0.006 0.010 -0.006 0.32
H -2.7775 5.0894 0.7793 0.001 0.014 0.007 0.38
C 0.3420 -4.1917 -0.2092 -0.009 -0.009 -0.010 -0.90
C -0.1618 -3.1922 -1.2354 0.000 -0.020 0.048 -0.30
N -1.6214 -3.1281 -1.2351 -0.177 0.305 0.022 0.09
C -2.2868 -2.2917 -0.3980 -0.005 -0.099 -0.345 -0.16
S -1.4855 -1.3980 0.8028 0.055 0.190 0.031 -0.37
N -3.6290 -2.1890 -0.5414 0.188 0.087 0.095 -0.05
C -4.3575 -2.4712 -1.7753 0.159 0.022 0.031 -0.30
C -5.0231 -3.8407 -1.7553 0.024 0.014 0.014 -1.29
H 1.4291 -4.1819 -0.1724 -0.120 -0.049 -0.049 0.18
H 0.0001 -5.2026 -0.4494 -0.018 -0.014 -0.008 0.37
H -0.0332 -3.9203 0.7780 0.012 0.005 -0.007 0.23
H 0.1390 -3.4931 -2.2416 0.035 0.027 0.006 0.35
H 0.2424 -2.1941 -1.0455 -0.046 -0.050 -0.061 -0.05
H -2.0552 -3.2682 -2.1314 -0.132 -0.128 -0.032 0.29
H -3.9549 -1.3483 -0.0756 0.058 0.042 -0.125 0.34
H -3.6968 -2.3743 -2.6415 0.091 -0.010 -0.029 0.31
H -5.0783 -1.6635 -1.9054 -0.044 0.016 0.089 0.30
H -4.2884 -4.6341 -1.6027 0.007 -0.005 -0.008 0.28
H -5.5461 -4.0272 -2.6953 -0.015 -0.008 -0.022 0.39
H -5.7473 -3.8977 -0.9417 -0.007 -0.001 0.007 0.31
C 0.5113 0.9341 -0.8026 0.231 0.000 -0.484 -0.49
Ge 1.9800 0.4480 0.2286 -0.195 0.149 0.291 1.22
C 2.6797 -1.4192 0.0789 -0.003 -0.167 0.038 0.64
C 2.9722 -1.8080 -1.2343 0.098 -0.065 0.044 -0.54
C 3.5681 -3.0275 -1.5234 -0.046 0.028 -0.008 -0.54
C 3.8793 -3.9123 -0.4974 0.062 -0.022 0.007 -0.41
C 3.5789 -3.5628 0.8090 0.140 0.117 0.060 -0.80
C 2.9896 -2.3305 1.0885 0.149 0.003 -0.099 -0.11
C 2.0042 1.0676 2.1455 -0.030 -0.126 0.110 0.24
C 1.7996 2.4470 2.2694 0.050 0.000 0.039 -0.74
C 1.6468 3.0604 3.5027 0.007 -0.007 -0.024 -0.69
C 1.6756 2.3024 4.6684 -0.009 -0.002 -0.002 -0.31
C 1.8631 0.9332 4.5767 0.012 -0.007 -0.052 -0.75
C 2.0261 0.3302 3.3303 0.035 0.076 0.022 0.00
C 3.5777 1.3937 -0.4758 0.083 0.095 0.004 -0.14
C 3.5266 2.1272 -1.6618 0.111 0.006 0.016 -0.27
C 4.6410 2.8165 -2.1300 -0.027 -0.041 0.020 -0.62
C 5.8330 2.7849 -1.4173 0.012 0.012 0.001 -0.30
C 5.9048 2.0549 -0.2378 -0.017 -0.008 -0.012 -0.61
C 4.7867 1.3675 0.2198 0.035 0.034 -0.051 -0.29
H 0.7545 1.9126 -1.2393 0.102 0.005 0.080 0.11
H 2.7294 -1.1252 -2.0426 -0.049 0.012 -0.014 0.28
H 3.7874 -3.2912 -2.5526 0.005 0.002 -0.003 0.35
H 4.3358 -4.8710 -0.7179 0.011 0.005 0.001 0.31
H 3.8055 -4.2474 1.6195 -0.012 -0.003 0.002 0.32
H 2.7915 -2.0868 2.1210 -0.049 -0.006 0.041 0.03
H 1.7316 3.0476 1.3675 -0.040 0.002 -0.018 0.30
H 1.4771 4.1299 3.5546 0.006 0.008 0.000 0.36
H 1.5310 2.7737 5.6340 0.011 0.006 0.007 0.34
H 1.8713 0.3252 5.4754 0.000 -0.009 -0.002 0.35
H 2.1595 -0.7419 3.3071 -0.040 -0.042 -0.007 0.23
H 2.5986 2.1541 -2.2203 -0.030 0.000 -0.008 0.40
H 4.5767 3.3826 -3.0528 -0.001 0.010 -0.003 0.36
H 6.6998 3.3298 -1.7759 0.000 -0.010 -0.007 0.33
H 6.8311 2.0249 0.3266 0.002 -0.003 0.001 0.36
H 4.8549 0.8020 1.1444 -0.010 0.006 0.024 0.24
```
Forces are in eV/Å.

Results
E_tot in Eh: -4453.1057
ΔE to the lowest compared entry with this formula, charge and spin in kcal/mol: 8.05
Gap between HOMO and LUMO in hartree: 0.1504
M in g mol⁻¹: 796.431
Charge: -2

***

No. 2
Computed, not measured: a structure of composition C31H32N7O5PdS2Te, with ωB97M-V with the def2-TZVPD basis set.

```
79
Properties=species:S:1:pos:R:3:forces:R:3:mulliken_charge:R:1
Pd 1.0184 -1.3951 0.1921 -0.185 0.636 -0.337 1.02
C 3.2393 -3.0116 6.6382 0.001 -0.003 0.006 -1.46
C 3.1478 -2.2494 5.3487 0.005 0.014 -0.014 0.85
C 3.5355 -0.9139 5.2733 -0.003 -0.017 -0.002 -0.74
C 3.4214 -0.2041 4.0901 0.084 0.030 -0.029 -0.47
C 2.9083 -0.8386 2.9656 0.049 0.048 -0.001 0.27
C 2.5373 -2.1767 3.0102 -0.107 -0.037 0.012 -0.29
C 2.6584 -2.8690 4.1987 0.001 0.013 0.002 -1.01
S 2.7460 0.1083 1.4919 -0.332 0.181 -0.150 1.47
O 3.0442 -0.8055 0.3494 0.172 0.107 0.206 -0.72
O 3.4949 1.3107 1.6418 0.062 -0.038 -0.102 -0.70
N 1.1787 0.3947 1.1040 0.547 -0.107 0.519 -0.70
C 0.3315 1.1788 1.8523 0.158 -0.174 0.070 0.89
C 0.3808 1.3491 3.2375 -0.025 -0.013 0.048 0.14
C -0.5365 2.1577 3.8617 0.031 -0.022 -0.031 -0.84
C -1.5285 2.7883 3.1095 -0.023 0.011 0.005 -0.78
C -1.5377 2.5976 1.7567 -0.041 0.052 0.004 -0.30
N -0.6054 1.8370 1.1450 -0.103 0.156 -0.108 -0.11
H 3.8142 -2.4663 7.3843 0.000 0.001 0.000 0.37
H 3.7060 -3.9845 6.4848 0.000 -0.001 -0.002 0.38
H 2.2410 -3.1891 7.0421 0.001 -0.004 0.004 0.31
H 3.9410 -0.4241 6.1495 0.000 0.000 0.002 0.36
H 3.7465 0.8261 4.0274 -0.026 -0.001 0.004 0.53
H 2.1393 -2.6811 2.1391 -0.010 0.014 -0.001 0.50
H 2.3554 -3.9077 4.2365 -0.001 -0.003 -0.001 0.44
H 1.1075 0.7930 3.8072 0.002 -0.002 -0.001 0.29
H -0.5046 2.2768 4.9361 -0.002 -0.003 0.004 0.44
H -2.2831 3.4118 3.5652 0.007 0.003 0.007 0.48
H -2.2714 3.0638 1.1147 0.011 -0.012 -0.020 0.45
N -7.0038 -1.1733 2.9295 -0.023 0.016 -0.051 -0.51
C -5.6718 -1.4270 2.7088 0.027 -0.018 0.014 1.05
C -4.7263 -0.3965 2.7935 0.010 -0.008 -0.004 -0.77
C -3.3946 -0.6530 2.5387 -0.021 0.038 -0.018 -0.08
C -2.9877 -1.9304 2.1789 0.062 -0.037 0.043 -0.71
C -3.9118 -2.9634 2.0978 -0.001 -0.014 0.003 -0.31
C -5.2413 -2.7150 2.3637 -0.004 0.012 -0.001 -0.88
S -1.2856 -2.2333 1.9065 -0.216 0.017 -0.186 1.61
O -0.5496 -1.3797 2.8091 0.117 0.023 0.032 -0.61
O -1.0210 -3.6417 1.9422 -0.030 -0.033 -0.005 -0.82
N -0.9543 -1.5867 0.4057 -0.049 -0.321 -0.174 0.49
C -1.5744 -2.0866 -0.7350 0.075 0.033 -0.171 0.04
N -2.5720 -2.9546 -0.6245 -0.057 -0.001 0.058 -0.43
C -3.1400 -3.3642 -1.7538 -0.015 0.000 0.056 -0.17
C -2.7190 -2.9384 -2.9977 0.051 0.033 -0.038 -0.90
C -1.6619 -2.0412 -3.0003 -0.064 -0.020 -0.041 -0.23
N -1.0855 -1.6024 -1.8923 -0.049 0.027 0.138 -0.12
H -7.2529 -0.3279 3.4114 0.001 -0.005 0.020 0.22
H -7.6114 -1.9551 3.1001 0.000 -0.002 0.018 0.22
H -5.0460 0.5998 3.0751 0.002 0.001 0.000 0.33
H -2.6583 0.1342 2.6370 -0.002 -0.001 0.003 0.21
H -3.5745 -3.9532 1.8269 0.005 -0.008 -0.005 0.50
H -5.9637 -3.5200 2.3066 0.000 -0.001 0.000 0.31
H -3.9592 -4.0674 -1.6482 0.004 -0.001 0.006 0.45
H -3.1802 -3.2841 -3.9101 0.006 0.001 -0.004 0.42
H -1.2645 -1.6540 -3.9336 0.001 -0.004 -0.003 0.44
C 2.5571 -1.4432 -2.8274 0.004 -0.006 0.000 -0.70
N 3.1054 -2.6808 -2.2862 0.033 0.068 0.101 0.25
C 4.4688 -3.0259 -2.6553 0.014 -0.020 -0.023 -0.89
C 2.4388 -3.3814 -1.3918 -0.035 0.046 -0.167 0.06
O 1.2995 -3.0886 -0.9723 -0.035 -0.363 0.343 -0.74
H 2.7816 -1.3968 -3.8919 -0.001 -0.008 -0.002 0.48
H 3.0094 -0.5865 -2.3246 -0.001 0.007 -0.005 0.30
H 1.4799 -1.4290 -2.6732 -0.002 0.001 -0.007 -0.06
H 4.5526 -3.0866 -3.7396 -0.004 -0.003 0.000 0.32
H 4.7344 -3.9887 -2.2250 0.003 0.006 0.009 0.30
H 5.1592 -2.2670 -2.2862 -0.004 0.003 -0.001 0.33
H 2.9436 -4.2895 -1.0453 -0.051 -0.037 -0.043 0.41
Te -0.5280 1.7528 -0.9750 -0.033 -0.312 -0.104 0.29
C -1.3286 3.6678 -1.2178 0.068 0.051 0.121 -0.28
C -2.6764 3.8187 -1.5412 0.000 0.005 0.004 0.00
C -3.2023 5.0902 -1.7207 -0.013 0.002 -0.019 -0.61
C -2.3884 6.2042 -1.5725 0.004 0.003 -0.001 -0.39
C -1.0440 6.0558 -1.2547 -0.001 -0.001 0.003 -0.64
C -0.5080 4.7891 -1.0836 -0.066 0.000 -0.013 -0.26
H -3.3103 2.9478 -1.6539 0.009 0.000 0.014 0.43
H -4.2466 5.2088 -1.9771 0.000 0.007 0.001 0.40
H -2.8016 7.1945 -1.7111 -0.001 0.001 -0.001 0.39
H -0.4112 6.9269 -1.1492 -0.002 0.004 0.001 0.40
H 0.5418 4.6706 -0.8495 0.010 -0.008 0.003 0.41
```
Forces are in eV/Å.

Results
E_tot in Eh: -3152.0630
ΔE to the lowest compared entry with this formula, charge and spin in kcal/mol: 13.54
Gap between HOMO and LUMO in hartree: 0.2554
M in g mol⁻¹: 880.795
Charge: +1

***

No. 3
Computed, not measured: a structure of composition C31H32O2P2S5W, with ωB97M-V with the def2-TZVPD basis set.

```
73
Properties=species:S:1:pos:R:3:forces:R:3:mulliken_charge:R:1
W -0.3745 -0.1680 -2.1553 -0.284 0.121 3.680 -0.31
C -3.0954 2.1107 -3.1465 0.304 -0.215 0.606 -0.87
C -2.3467 1.6209 -4.3632 0.490 -0.197 -0.031 -0.85
S -1.6799 -0.1043 -4.2492 -1.675 0.297 -1.323 -0.07
C -3.2722 -1.0472 -4.0537 0.450 0.028 -0.039 -0.54
C -3.1911 -2.0590 -2.9356 0.172 0.027 0.511 -1.07
S -2.6555 -1.3598 -1.3249 -0.259 0.181 -0.352 0.34
C -4.0641 -0.2210 -0.9345 0.475 -0.083 -0.311 -1.02
C -3.5406 1.1368 -0.5210 0.547 -0.177 -0.275 -0.83
S -2.1698 1.7503 -1.5822 -0.610 0.134 -0.062 0.33
H -4.0872 1.6733 -3.0472 0.013 -0.015 -0.068 0.49
H -3.2035 3.1957 -3.1987 -0.015 -0.071 -0.027 0.56
H -1.4500 2.2211 -4.5383 -0.109 -0.008 -0.089 0.47
H -2.9823 1.6680 -5.2476 0.133 -0.060 -0.078 0.50
H -3.4368 -1.5670 -4.9984 0.009 0.103 -0.015 0.57
H -4.0767 -0.3301 -3.9093 0.045 0.056 -0.013 0.38
H -2.4462 -2.8291 -3.1477 -0.105 -0.030 0.025 0.37
H -4.1563 -2.5423 -2.7767 0.043 -0.033 -0.052 0.54
H -4.6065 -0.6751 -0.1055 -0.002 -0.111 -0.056 0.63
H -4.7236 -0.1722 -1.7969 -0.073 0.043 -0.034 0.55
H -3.0916 1.1095 0.4707 0.039 0.011 0.032 0.12
H -4.3246 1.8923 -0.5198 0.026 0.098 -0.019 0.68
S 0.8033 2.1103 -2.0066 -0.079 -0.630 -0.280 -0.41
P 1.0149 1.4056 -0.0693 -0.966 -0.076 0.793 1.36
C -0.0431 -0.0262 -0.0394 1.254 -0.295 -0.934 -0.83
P 0.5459 -1.6927 0.1908 -0.829 0.501 0.836 2.16
S -0.0673 -2.6596 -1.5350 0.182 0.700 -0.458 -0.47
C -0.5227 -2.4931 1.4152 0.406 0.305 -0.208 0.72
C -0.3048 -3.8365 1.6928 -0.006 0.062 0.065 -0.86
C -1.1965 -4.5149 2.5006 0.032 -0.056 -0.035 -0.76
C -2.3016 -3.8561 3.0189 -0.009 0.014 0.026 -0.63
C -2.5211 -2.5192 2.7295 -0.109 -0.025 0.063 -0.95
C -1.6357 -1.8335 1.9189 0.164 0.086 0.019 -0.16
C 2.2802 -1.9960 0.6186 -0.714 0.097 -0.201 0.65
C 2.6113 -1.9547 1.9719 -0.046 -0.060 -0.121 -0.40
C 3.9205 -2.1883 2.3476 0.002 0.004 0.038 -0.88
C 4.8833 -2.4439 1.3814 -0.069 -0.006 0.014 -0.51
C 4.5477 -2.4604 0.0362 -0.037 -0.018 -0.059 -0.86
C 3.2404 -2.2360 -0.3584 -0.038 -0.025 0.066 -0.29
C 0.1624 2.7018 0.8781 0.378 -0.267 -0.105 0.49
C -0.7802 2.4067 1.8549 0.178 -0.022 -0.112 -0.21
C -1.4545 3.4446 2.4768 -0.081 0.039 0.072 -0.68
C -1.1794 4.7589 2.1325 -0.026 -0.004 0.021 -0.56
C -0.2134 5.0503 1.1795 0.011 0.052 -0.041 -0.81
C 0.4554 4.0204 0.5467 0.006 -0.065 0.118 -0.86
C 2.7309 1.3187 0.5150 -0.593 0.043 -0.307 0.85
C 2.9291 1.3929 1.8931 -0.001 0.065 -0.085 -0.42
C 4.2203 1.4110 2.3871 -0.035 0.007 0.022 -0.80
C 5.2967 1.3521 1.5125 -0.080 -0.001 -0.006 -0.52
C 5.0899 1.2571 0.1455 0.014 -0.003 -0.077 -0.80
C 3.8031 1.2337 -0.3666 -0.112 0.013 0.088 -0.22
H 0.5519 -4.3399 1.2691 0.114 -0.140 0.013 0.50
H -1.0323 -5.5569 2.7185 0.007 -0.155 0.069 0.46
H -2.9910 -4.3874 3.6537 -0.110 -0.084 0.089 0.44
H -3.3809 -2.0104 3.1376 -0.095 0.030 0.074 0.49
H -1.7907 -0.7897 1.6767 0.021 0.033 0.023 0.13
H 1.8490 -1.7520 2.7132 0.004 -0.056 0.077 0.53
H 4.1846 -2.1813 3.3936 0.060 0.016 0.093 0.47
H 5.9005 -2.6368 1.6815 0.145 -0.021 0.035 0.47
H 5.3000 -2.6554 -0.7107 0.121 -0.036 -0.068 0.47
H 2.9694 -2.2415 -1.4051 0.016 -0.085 0.010 0.42
H -0.9623 1.3775 2.1294 -0.092 -0.104 -0.001 0.61
H -2.1952 3.2316 3.2327 -0.047 -0.023 0.093 0.48
H -1.7167 5.5606 2.6142 -0.040 0.091 0.064 0.44
H 0.0088 6.0753 0.9233 0.007 0.070 0.003 0.46
H 1.1998 4.2260 -0.2105 0.033 0.148 -0.037 0.43
H 2.0798 1.4489 2.5625 0.014 0.075 0.076 0.45
H 4.3889 1.4871 3.4504 0.011 -0.008 0.091 0.47
H 6.3022 1.3833 1.9007 0.125 0.009 0.044 0.47
H 5.9322 1.2131 -0.5271 0.089 -0.019 -0.061 0.46
H 3.6291 1.1570 -1.4307 0.016 0.043 -0.074 0.42
O 0.9070 -0.5533 -3.4376 0.179 -0.062 -1.535 -0.42
O 1.5260 -0.5118 -2.2229 1.014 -0.257 -0.305 0.05
```
Forces are in eV/Å.

Results
E_tot in Eh: -4091.1339
Gap between HOMO and LUMO (spin up / spin down) in hartree: 0.2152 / 0.2151
M in g mol⁻¹: 842.718
Charge: +2

***

no.,strongest force on any atom (eV/A)
1,1.11
2,0.76
3,3.69